[1]
This record from the OMol25 dataset describes a molecular structure, C27H53ClN3O4Si2V in a non-equilibrium geometry. The level of theory is ωB97M-V with the def2-TZVPD basis set.

XYZ file:
```
91
Properties=species:S:1:pos:R:3:forces:R:3
O 0.36463 -0.95699 -1.90906 1.0 -0.1 -2.9
C -0.44947 -0.79849 -3.03576 0.0 0.3 1.1
C -0.19847 0.52601 -3.71836 0.1 0.2 -0.1
C 0.46473 1.55801 -3.06326 0.1 -0.2 -0.2
H 0.83313 1.37411 -2.06516 -0.1 -0.1 0.1
C 0.66103 2.78511 -3.68026 0.1 -0.1 -0.3
H 1.16843 3.58171 -3.14926 0.0 0.0 0.0
C 0.20733 2.99541 -4.97556 0.1 0.0 0.1
H 0.35813 3.95191 -5.45996 0.0 0.0 0.0
C -0.43677 1.96441 -5.64786 0.0 -0.1 0.0
H -0.78627 2.11431 -6.66146 0.0 0.0 -0.1
C -0.63787 0.74321 -5.02086 0.1 0.2 -0.1
H -1.14467 -0.05749 -5.54566 -0.1 0.0 0.0
H -0.23277 -1.58309 -3.76926 0.1 -0.2 -0.3
C -2.22137 -2.42849 -2.33066 0.2 -0.9 -0.5
C -1.89257 -0.99399 -2.58956 -0.2 0.5 -3.5
H -3.27677 -2.65939 -2.44876 -0.2 0.1 0.0
H -1.90977 -2.71359 -1.32736 -0.3 -0.3 -0.7
H -1.66347 -3.07089 -3.01646 0.0 -0.1 -0.4
C -2.72437 0.03621 -2.42086 -0.1 0.3 -2.9
C -4.13817 0.00181 -1.94786 -0.8 -0.2 -0.2
H -2.35597 1.02551 -2.67026 0.1 0.0 0.0
H -4.84487 0.38871 -2.67676 -0.1 0.2 -0.5
H -4.25717 0.58791 -1.03316 0.0 0.0 -0.2
H -4.44457 -1.01689 -1.69586 -0.1 0.2 -0.1
V -0.10007 -1.05549 -0.09516 -0.4 1.0 2.9
Cl -2.39767 -0.85669 -0.32066 -0.5 0.0 7.8
C -1.18097 -0.81769 2.61284 1.0 -0.3 -1.2
O -0.31397 -1.42129 1.96014 -1.3 -0.3 1.3
N -1.33097 -0.94829 3.93364 0.0 -0.2 0.9
C -0.80097 -2.09329 4.64514 0.1 0.3 0.0
C -2.01667 0.06311 4.70814 -0.5 -0.4 -0.1
H -1.87867 -0.13479 2.13084 0.1 0.3 -0.1
H -0.23807 -2.70539 3.95104 0.1 -0.1 -0.1
H -1.61207 -2.68229 5.07424 -0.1 0.0 0.1
H -0.14567 -1.76499 5.45194 0.1 0.0 0.1
H -2.21297 0.93111 4.08684 0.0 -0.1 0.0
H -1.40787 0.37351 5.55794 0.0 0.0 -0.1
H -2.96597 -0.31919 5.08484 -0.2 -0.1 0.1
H 4.71383 0.82341 -2.13456 0.2 0.2 -0.1
H 4.59843 1.16451 0.56694 0.1 0.0 0.0
C 3.63983 0.71171 -1.99346 0.5 -0.4 0.0
C 3.54493 0.90551 0.46284 -0.4 0.0 -0.5
N 3.36403 0.08241 -0.72006 0.4 0.5 0.3
H 3.24033 0.10861 -2.80416 -0.1 0.0 0.0
C 2.75923 -1.09549 -0.65666 -1.5 -0.7 0.5
O 1.95953 -1.45329 0.22564 2.3 -0.1 -0.3
H 3.19473 0.36891 1.33534 0.1 -0.1 -0.1
H 3.04513 -1.78269 -1.46406 -0.3 0.1 -0.3
H 3.17363 1.69671 -2.02346 -0.1 -0.1 0.0
H 2.95513 1.81251 0.35864 0.1 0.1 0.1
H -0.19547 -6.44009 0.44624 0.0 -0.1 0.1
H 2.00093 -6.60519 -1.17456 0.1 -0.1 0.0
C -0.56337 -5.90439 -0.42946 0.1 0.0 0.1
C 1.48833 -5.88669 -1.81356 -0.4 0.1 0.2
N 0.50563 -5.15009 -1.04816 -0.2 -0.7 -0.3
H -1.35867 -5.23169 -0.12686 0.1 0.2 0.1
C 0.52933 -3.81859 -0.98226 -0.9 1.4 1.0
O -0.23677 -3.15249 -0.26536 1.0 -1.5 -0.7
H 2.20883 -5.18959 -2.22386 0.2 0.0 -0.1
H 1.26233 -3.33289 -1.62436 0.2 0.2 0.0
H -0.97867 -6.62149 -1.13596 0.1 -0.1 -0.1
H 1.00453 -6.42909 -2.62726 0.0 -0.1 -0.1
C -0.05007 4.21601 1.40814 0.0 0.8 0.4
Si -0.88117 2.69741 0.67054 1.4 -1.4 0.5
C -2.57247 2.53891 1.44534 -0.6 -0.1 0.1
C -1.17417 3.37841 -1.01816 -0.3 0.3 -0.3
C 0.29033 1.15831 0.78974 -0.6 1.3 2.4
Si 1.20893 1.32241 2.65284 0.3 -0.1 -2.2
C 1.99803 -0.23919 3.44794 0.3 -0.2 0.3
C 2.65233 2.56901 2.86974 0.9 0.2 0.1
C 0.24903 2.06381 4.07734 -0.1 0.6 0.8
H -0.68527 5.10901 1.23734 0.3 -0.2 0.0
H 0.92763 4.37561 0.90144 -0.5 0.0 0.4
H 0.10503 4.13371 2.49294 0.1 0.1 -0.3
H -3.11847 3.48721 1.29004 0.1 -0.3 0.1
H -3.13327 1.71331 0.96304 0.2 0.3 0.3
H -2.51687 2.36421 2.52614 -0.1 0.0 -0.1
H -0.19977 3.68211 -1.41686 -0.4 -0.1 -0.2
H -1.67927 2.65121 -1.64796 0.2 0.1 -0.3
H -1.81227 4.28041 -0.93666 0.3 -0.3 0.0
H 1.02753 1.44951 0.05974 0.8 0.2 -0.4
H 2.72993 -0.82769 2.87074 -0.3 0.4 0.0
H 2.50553 0.06951 4.38314 -0.1 0.1 -0.3
H 1.24943 -0.96439 3.74334 -0.2 0.0 0.0
H 2.35183 3.59141 2.59264 0.1 -0.3 0.1
H 2.92503 2.57711 3.94594 -0.4 0.0 -0.3
H 3.61473 2.35791 2.38834 -0.2 0.1 -0.2
H 0.72923 2.98651 4.45924 0.0 -0.4 -0.5
H -0.75177 2.37511 3.79624 -0.3 -0.3 0.4
H 0.31533 1.37901 4.93774 -0.6 0.1 -0.3
```
Positions in Å, forces in eV/Å.

Values from the calculation:
HOMO (alpha / beta), eV: -1.703 / -2.823
Frontier orbital gap (alpha / beta), eV: 4.04 / 5.14
LUMO (alpha / beta), eV: 2.335 / 2.320
Spin multiplicity: 4
Total charge: -1

Atomic partial charges in e from the Löwdin method, atoms 1 to 6: -0.333, -0.365, -0.168, -0.055, 0.087, -0.109

=====

[2]
This record from the OMol25 dataset describes 8 unconnected molecules or ions with the total composition C27H53F5IN3O25PS2 in a non-equilibrium geometry. The level of theory is ωB97M-V with the def2-TZVPD basis set.

XYZ file:
```
117
Properties=species:S:1:pos:R:3:forces:R:3
N -6.22938 1.88077 7.87930 0.1 0.0 0.1
C -5.76348 0.65883 8.41477 -0.3 0.5 0.1
I -4.12175 1.04290 9.82513 0.0 -0.1 0.0
C -6.98569 -0.09882 9.06244 -0.2 -0.1 0.1
C -6.71429 -0.98016 10.30818 -0.6 0.1 0.0
F -5.59821 -1.72780 10.09285 0.5 0.0 -0.1
F -7.71987 -1.86073 10.37859 -0.3 -0.4 0.1
C -6.68596 -0.24554 11.69693 0.9 0.4 -0.5
F -7.69372 -0.66169 12.43520 -0.9 -0.1 0.4
F -5.55013 -0.56094 12.33361 0.5 -0.2 0.2
N -7.69715 -0.95618 8.11902 0.8 0.1 -0.7
C -7.75308 -0.39822 6.78306 0.2 0.3 0.2
C -6.33787 -0.34548 6.13699 -0.7 -0.2 0.3
S -6.28517 0.82146 4.72196 0.7 0.0 0.0
O -5.64692 0.14732 3.65642 -0.4 0.0 0.1
O -5.93178 2.13037 5.11379 -0.2 0.1 0.0
F -7.82031 0.80774 4.45049 0.1 0.0 -0.1
N -5.28642 -0.20554 7.24201 0.2 -0.3 0.2
P -3.51199 -0.02516 6.62235 1.3 0.5 -0.8
O -2.64423 -0.92038 7.60319 -1.0 -0.3 0.2
O -3.65232 -0.94765 5.33954 -0.4 -0.3 0.5
S -2.90768 1.70765 6.26709 -0.4 0.0 0.1
H -6.68075 2.43389 8.60027 -0.1 0.0 -0.1
H -5.48402 2.44643 7.47946 0.0 -0.1 -0.2
H -7.68579 0.69039 9.35677 0.1 0.0 0.1
H -6.71957 0.83897 11.58735 -0.1 0.1 0.0
H -7.24841 -1.86942 8.06674 -0.4 -0.2 0.3
H -8.16589 0.60571 6.84776 -0.1 -0.1 -0.1
H -8.37001 -1.02167 6.13990 -0.1 0.1 0.1
H -6.15524 -1.32353 5.69119 0.2 0.2 -0.1
H -5.27774 -1.14017 7.67076 0.0 0.0 -0.1
H -3.09238 -1.35013 8.34886 0.4 0.1 0.2
H -3.57837 -1.89819 5.52757 0.2 0.1 -0.2
C -0.57178 -0.16209 4.01804 0.0 -0.1 -0.1
O 0.50891 0.41697 4.74644 0.0 0.0 0.0
C 1.54171 0.77423 3.96839 -0.2 0.0 0.0
O 1.57661 0.63993 2.77374 0.2 0.0 0.0
O 2.48265 1.29426 4.74404 0.0 0.0 0.0
C 3.66297 1.72445 4.05274 0.1 0.1 0.0
H -1.33681 -0.40457 4.74811 0.1 0.0 0.0
H -0.97491 0.54713 3.29635 0.1 0.0 0.0
H -0.25167 -1.06829 3.50413 0.0 0.0 -0.1
H 3.42124 2.49264 3.32142 0.0 0.0 0.0
H 4.14314 0.88089 3.56250 0.0 0.0 0.0
H 4.32013 2.12897 4.81545 0.0 0.0 0.0
C 6.09233 0.90174 -3.01620 0.1 0.0 -0.2
O 5.86782 -0.13054 -2.04649 0.0 0.0 0.0
C 4.95744 0.16525 -1.12421 0.0 0.0 0.0
O 4.33646 1.19361 -1.04236 0.0 0.0 0.0
O 4.84537 -0.87757 -0.29777 0.0 0.0 0.0
C 3.88660 -0.69628 0.74757 0.0 -0.1 0.1
H 6.84647 0.51764 -3.69529 0.0 -0.1 0.0
H 5.18098 1.11375 -3.57033 0.0 0.0 0.0
H 6.45464 1.80785 -2.53541 -0.1 0.0 0.0
H 2.89001 -0.54059 0.34065 0.0 0.1 0.0
H 4.15511 0.15149 1.37230 0.0 0.1 0.0
H 3.90491 -1.61066 1.33387 0.0 0.0 0.0
C -4.16532 1.36127 -3.10620 0.0 0.0 -0.1
O -3.50719 1.52495 -1.84349 0.0 0.0 0.0
C -3.95571 0.72754 -0.88115 0.0 0.0 -0.1
O -4.83658 -0.08729 -0.98361 0.0 0.0 0.0
O -3.26052 0.97962 0.23182 0.1 0.0 0.0
C -3.64569 0.17397 1.34555 0.2 -0.1 0.0
H -3.69388 2.07104 -3.77807 0.0 0.0 0.0
H -4.02956 0.34850 -3.47913 0.0 0.0 0.0
H -5.22647 1.58245 -3.01520 0.0 0.0 0.0
H -3.47665 -0.88161 1.13119 -0.1 0.0 0.0
H -4.68360 0.33920 1.60217 -0.1 0.0 -0.1
H -3.01387 0.47549 2.17708 0.0 0.1 -0.1
C 4.73792 3.16430 -8.46904 0.0 0.2 -0.1
O 4.37921 1.80612 -8.74400 0.0 0.0 0.0
C 4.82406 0.92640 -7.85085 0.0 0.0 0.0
O 5.47452 1.18212 -6.86869 0.0 0.1 0.0
O 4.42766 -0.28977 -8.22031 0.0 0.0 0.0
C 4.84025 -1.33233 -7.33023 0.0 -0.2 0.0
H 4.31138 3.75821 -9.27161 0.0 -0.1 0.0
H 4.32335 3.48607 -7.51605 0.0 0.0 0.0
H 5.81959 3.28118 -8.46130 0.0 0.0 0.1
H 4.42518 -1.17045 -6.33691 0.0 0.0 0.0
H 5.92546 -1.38116 -7.27360 0.0 0.0 0.0
H 4.45571 -2.26014 -7.74191 0.0 0.0 -0.1
C -0.37201 -2.02435 -0.26821 0.0 0.2 -0.1
O -0.59805 -3.43003 -0.39459 0.0 0.0 0.0
C -0.35027 -4.12768 0.70971 0.0 0.0 0.0
O -0.00242 -3.67220 1.77203 -0.1 0.0 0.0
O -0.55940 -5.41514 0.44701 0.0 0.0 0.0
C -0.31986 -6.29612 1.54754 0.0 -0.1 0.0
H -0.62586 -1.58179 -1.22635 0.0 -0.1 0.0
H -1.00643 -1.60156 0.50902 0.0 0.0 0.1
H 0.67264 -1.81804 -0.04420 0.0 0.0 0.1
H -0.98217 -6.06043 2.37852 0.0 0.0 0.0
H 0.71645 -6.23151 1.87222 0.0 0.0 0.0
H -0.53037 -7.29456 1.17787 0.0 0.0 0.0
C 3.70199 6.57691 -12.09110 0.0 -0.1 -0.1
O 3.83142 6.76044 -10.67689 0.0 0.0 0.0
C 4.13877 8.00542 -10.31196 0.0 0.0 0.0
O 4.30532 8.93676 -11.05465 0.0 0.0 0.0
O 4.23040 8.03928 -8.98243 0.0 0.0 0.0
C 4.55963 9.32647 -8.44987 0.0 0.0 0.1
H 3.45423 5.52918 -12.23152 0.0 0.0 0.0
H 2.90502 7.20255 -12.48701 0.0 0.1 0.0
H 4.63841 6.80730 -12.59452 0.0 0.1 0.0
H 3.79574 10.05566 -8.71131 0.0 0.0 -0.1
H 5.52721 9.65812 -8.82048 0.0 0.0 -0.1
H 4.59848 9.19928 -7.37248 0.0 0.0 0.0
C 4.81428 -7.72924 -7.91102 0.0 -0.1 -0.1
O 4.92673 -7.52257 -6.49888 0.0 0.0 0.0
C 5.23674 -6.27666 -6.14921 0.0 0.0 0.0
O 5.41829 -5.35559 -6.90403 0.0 0.0 0.0
O 5.31307 -6.21954 -4.82016 0.0 0.0 0.0
C 5.64435 -4.92701 -4.30311 0.0 0.0 0.1
H 4.56146 -8.77727 -8.03659 0.0 0.0 0.0
H 4.02749 -7.10408 -8.32791 0.0 0.0 0.0
H 5.75856 -7.51255 -8.40583 0.0 0.1 0.0
H 4.88760 -4.19670 -4.58318 0.0 0.0 0.0
H 6.61850 -4.60656 -4.66654 0.0 0.0 0.0
H 5.67006 -5.03710 -3.22359 0.0 0.0 0.0
```
Positions in Å, forces in eV/Å.

Values from the calculation:
HOMO, eV: -11.676
Frontier orbital gap, eV: 7.75
LUMO, eV: -3.930
Total charge: +1

Atomic partial charges in e from the Löwdin method, atoms 1 to 6: 0.055, -0.756, 1.142, -0.210, -0.454, 0.060

=====

no.,molecular weight (g/mol)
1,626.3
2,1136.7